i.
C6H12ClN in the gas phase, computed with wB97M-V/def2-TZVPD.

Cartesian coordinates (Å):
C: -1.252 -1.776 0.181
C: -0.645 -0.809 -0.933
N: 0.643 -1.071 -1.564
C: -0.672 0.629 -0.447
C: -0.837 1.743 -1.415
C: -1.204 0.745 0.959
C: 0.331 0.945 0.624
Cl: 1.751 -0.064 1.298
H: -1.155 -2.822 -0.005
H: -2.195 -1.308 0.559
H: -0.569 -1.765 1.078
H: -1.327 -0.982 -1.854
H: 0.483 -1.642 -2.372
H: 1.405 -1.312 -0.877
H: -0.718 2.692 -0.666
H: -1.791 1.810 -2.013
H: 0.024 1.564 -2.114
H: -1.664 0.018 1.598
H: -1.823 1.473 1.072
H: 0.728 2.003 0.664

Summary:
Orbital gap   10.0 eV
Spin multiplicity   1
Total charge   0
SMILES   C[C@H](N)[C@@]1(C)C[C@H]1Cl
HOMO level   -9.07 eV
LUMO level   0.9431 eV



ii.
C6H12ClN in the gas phase, computed with wB97M-V/def2-TZVPD.

Cartesian coordinates (Å):
C: -1.451 -2.189 -0.252
C: -0.629 -1.014 0.299
C: -1.086 -0.510 1.600
C: 0.290 -0.408 -0.486
C: 1.038 0.861 -0.081
N: 2.461 0.901 -0.424
C: 0.334 2.130 -0.625
Cl: 0.141 2.093 -2.360
H: -1.146 -2.386 -1.277
H: -2.527 -1.928 -0.163
H: -1.362 -3.059 0.420
H: -0.673 0.529 1.831
H: -0.734 -1.144 2.392
H: -2.145 -0.392 1.593
H: 0.567 -0.878 -1.445
H: 1.014 0.980 0.992
H: 3.022 0.185 0.002
H: 2.663 0.909 -1.426
H: 0.899 3.037 -0.364
H: -0.675 2.282 -0.226

Summary:
Orbital gap   9.8 eV
Spin multiplicity   1
Total charge   0
SMILES   CC(C)=C[C@@H](N)CCl
HOMO level   -8.87 eV
LUMO level   0.9061 eV



What is the most stable structure shown above? It is ii.